Record 1
The following is a DFT calculation (ωB97M-V with the def2-TZVPD basis set) of one molecule with the formula C4H10N2O2.

CARTESIAN COORDINATES (ANGSTROEM)
C 0.71 0.38 0.20
N 0.33 0.25 -1.19
C 0.85 1.30 -2.04
O 0.09 1.40 -3.23
C 0.31 -0.82 1.02
N -1.11 -0.95 1.30
C -1.56 -1.32 2.53
O -0.84 -1.52 3.49
H 1.80 0.40 0.21
H 0.46 1.34 0.71
H -0.66 0.11 -1.34
H 0.83 2.31 -1.62
H 1.89 1.08 -2.30
H -0.22 0.53 -3.49
H 0.83 -0.80 1.98
H 0.68 -1.72 0.52
H -1.76 -0.51 0.69
H -2.64 -1.45 2.57

Kohn-Sham gap (eV): 10.2
M (g/mol): 118.14
E_tot (Eh): -418.3876
F_max (eV/Å): 1.0

Record 2
The following is a DFT calculation (ωB97M-V with the def2-TZVPD basis set) of C4H11N5 as an isolated structure.

CARTESIAN COORDINATES (ANGSTROEM)
C 0.14 1.69 -1.45
N -0.45 -0.58 0.77
C 1.02 0.10 0.76
C -0.78 -0.48 -0.49
N -1.23 -1.21 1.75
N 1.99 -0.94 0.84
N -1.88 -1.00 -1.04
C 0.36 0.23 -1.10
N 1.25 1.15 1.47
H -1.67 -0.52 2.36
H -0.63 -1.85 2.25
H 2.81 -0.59 1.32
H 2.16 -1.40 -0.04
H -2.58 -1.42 -0.45
H -2.07 -0.82 -2.01
H 0.44 1.77 1.52
H 0.83 -0.35 -1.89
H -0.08 2.27 -0.55
H 1.05 2.10 -1.88
H -0.68 1.86 -2.16

Kohn-Sham gap (eV): 7.6
M (g/mol): 129.17
E_tot (Eh): -432.6869
F_max (eV/Å): 0.9

Record 3
The following is a DFT calculation (ωB97M-V with the def2-TZVPD basis set) of C12H6CsF5N2OSTe4 as an isolated structure at a distorted geometry.

CARTESIAN COORDINATES (ANGSTROEM)
Cs 15.46 10.86 3.61
F 8.32 7.26 2.84
C 9.61 7.00 3.22
C 10.50 8.06 3.39
F 10.11 9.39 3.18
C 11.85 7.80 3.56
F 12.70 8.86 3.79
C 12.39 6.50 3.48
S 14.00 6.15 3.30
C 11.42 5.45 3.46
F 11.82 4.17 3.50
C 10.06 5.70 3.41
F 9.17 4.67 3.43
Te 14.44 14.13 4.54
Te 11.86 14.42 4.73
Te 9.49 13.30 2.47
Te 11.73 12.11 3.42
N 23.62 11.13 3.03
C 22.72 10.01 3.11
O 23.10 8.83 2.99
C 21.26 10.40 3.18
C 20.78 11.67 3.19
C 19.37 11.82 3.10
N 18.55 10.79 3.24
C 19.07 9.54 3.28
C 20.42 9.31 3.28
H 24.57 10.90 3.14
H 23.32 11.93 3.62
H 21.35 12.60 3.03
H 18.87 12.74 2.86
H 18.35 8.69 3.25
H 20.80 8.28 3.33

Charge: -2
Kohn-Sham gap (eV): 2.5
M (g/mol): 964.56
E_tot (Eh): -2635.4138
F_max (eV/Å): 3.2

Record 4
The following is a DFT calculation (ωB97M-V with the def2-TZVPD basis set) of C15H33ClIO2P2Pt as an isolated structure at a distorted geometry.

CARTESIAN COORDINATES (ANGSTROEM)
C -3.19 1.06 -5.27
C -2.50 0.35 -4.11
H -3.91 0.36 -5.74
H -2.45 1.40 -6.01
H -3.73 1.94 -4.89
O -2.56 -0.82 -3.81
I -1.22 1.66 -2.82
Pt -0.08 -0.19 -1.13
P 1.44 -1.58 -2.29
C 1.41 -3.37 -1.98
C 1.00 -1.33 -4.02
H 3.45 -0.22 -2.12
H 3.82 -1.90 -2.60
H 3.42 -1.52 -0.92
C 3.19 -1.27 -1.96
H 1.11 -0.28 -4.28
H 1.63 -1.94 -4.66
H 2.04 -3.87 -2.73
H 0.39 -3.78 -2.04
H -0.05 -1.61 -4.16
H 1.82 -3.57 -0.98
C -1.20 -1.62 -0.81
O -1.77 -2.60 -0.57
Cl 1.63 1.57 -1.55
C 0.98 -2.03 2.14
C -0.06 -0.99 2.52
C 0.17 -0.54 3.97
P -0.23 0.36 1.25
C -1.94 1.10 1.50
C -2.43 1.16 2.96
C -2.07 2.43 0.76
C 1.00 1.69 1.66
C 0.64 2.57 2.84
C 2.43 1.15 1.79
H 2.00 -1.61 2.14
H 0.79 -2.48 1.16
H 0.96 -2.83 2.89
H -1.05 -1.47 2.47
H 1.18 -0.13 4.11
H -0.57 0.17 4.34
H 0.09 -1.44 4.61
H -2.58 0.35 0.99
H -1.88 1.90 3.57
H -3.48 1.48 2.94
H -2.39 0.19 3.45
H -2.01 2.26 -0.32
H -3.07 2.85 0.97
H -1.29 3.16 1.04
H 1.00 2.29 0.74
H 0.58 1.99 3.78
H 1.43 3.33 2.98
H -0.30 3.12 2.71
H 2.73 0.53 0.94
H 3.12 2.00 1.81
H 2.58 0.58 2.72

Charge: +3
Kohn-Sham gap (spin up / spin down) (eV): 7.1 / 4.4
⟨S²⟩: 6.016
M (g/mol): 664.81
E_tot (Eh): -2300.5494
Spin multiplicity: 5
F_max (eV/Å): 7.3

Record 5
The following is a DFT calculation (ωB97M-V with the def2-TZVPD basis set) of a 2-piece molecular cluster, C4H11NO3 overall at a distorted geometry.

CARTESIAN COORDINATES (ANGSTROEM)
C -1.98 0.01 0.47
O -3.28 -0.42 0.17
O -1.45 -0.78 1.52
H -3.21 -1.07 -0.55
H -2.11 -0.83 2.23
H -2.06 1.07 0.76
H 0.34 0.00 0.69
C 1.69 1.47 0.01
C 1.97 -0.94 -0.26
N 1.03 0.17 -0.11
C -1.10 -0.16 -1.00
O -1.47 -1.01 -1.77
H -0.56 0.73 -1.34
H 2.42 1.50 0.83
H 2.20 1.70 -0.93
H 2.48 -0.83 -1.22
H 2.73 -0.95 0.53
H 0.94 2.23 0.20
H 1.42 -1.87 -0.23

Kohn-Sham gap (eV): 9.5
M (g/mol): 121.14
E_tot (Eh): -439.4099
F_max (eV/Å): 3.1

Record 6
The following is a DFT calculation (ωB97M-V with the def2-TZVPD basis set) of one molecule with the formula C24H40N4O.

CARTESIAN COORDINATES (ANGSTROEM)
C 4.30 0.40 -1.48
H 5.26 0.32 -0.98
H 4.08 1.45 -1.67
H 4.37 -0.12 -2.43
C 3.20 -0.19 -0.60
N 1.86 0.02 -1.08
C 1.27 1.25 -0.86
N 1.88 2.10 -0.13
C 1.30 3.34 0.30
C 0.68 3.24 1.71
C 1.73 2.78 2.71
H 2.12 1.81 2.42
H 1.30 2.70 3.71
H 2.56 3.49 2.75
C -0.52 2.30 1.73
H -0.22 1.29 1.45
H -0.95 2.26 2.72
H -1.30 2.64 1.04
H 0.34 4.25 1.98
H 2.13 4.06 0.34
H 0.55 3.75 -0.40
N 0.05 1.40 -1.51
H -0.40 2.28 -1.27
C -0.90 0.30 -1.54
C -0.19 -1.02 -1.89
C -0.43 -2.06 -0.80
O -1.01 -3.10 -1.02
N 0.01 -1.70 0.42
H 0.56 -0.86 0.51
C -0.20 -2.50 1.60
H -0.77 -3.38 1.28
C 1.11 -2.94 2.28
C 1.88 -1.75 2.83
H 1.25 -1.17 3.51
H 2.75 -2.08 3.38
H 2.22 -1.10 2.03
C 1.97 -3.75 1.30
H 1.41 -4.61 0.93
H 2.26 -3.13 0.46
H 2.87 -4.11 1.80
H 0.83 -3.59 3.11
H -0.81 -1.93 2.32
H -0.62 -1.44 -2.80
C 1.32 -0.79 -2.14
C 1.53 -0.20 -3.54
H 1.14 -0.87 -4.29
H 1.03 0.76 -3.62
H 2.59 -0.04 -3.73
H 1.83 -1.76 -2.10
C -2.02 0.63 -2.53
H -2.33 1.67 -2.38
H -1.66 0.54 -3.55
C -3.24 -0.28 -2.31
C -3.82 -0.09 -0.94
C -4.47 1.09 -0.60
C -4.96 1.29 0.67
C -4.79 0.31 1.64
C -4.15 -0.87 1.32
C -3.67 -1.07 0.04
H -3.17 -2.00 -0.21
H -4.03 -1.64 2.06
H -5.17 0.47 2.64
H -5.46 2.21 0.92
H -4.61 1.85 -1.36
H -2.95 -1.32 -2.45
H -3.99 -0.04 -3.07
H -1.37 0.20 -0.55
H 3.26 0.30 0.38
H 3.36 -1.27 -0.48

Kohn-Sham gap (eV): 9.0
M (g/mol): 400.61
E_tot (Eh): -1232.8284
F_max (eV/Å): 0.6

Record 7
The following is a DFT calculation (ωB97M-V with the def2-TZVPD basis set) of C18H20N2O4PdS as an isolated structure.

CARTESIAN COORDINATES (ANGSTROEM)
Pd 1.72 -1.68 -0.14
N -0.48 -2.43 -1.01
C -0.05 -3.46 -1.96
C 1.38 -3.21 -2.41
O 1.68 -3.02 -3.57
N 2.28 -3.28 -1.35
C 3.30 -2.41 -1.33
C 0.75 -0.37 -3.99
O 1.75 -0.08 -4.47
O -0.29 -0.63 -3.53
H -0.80 -1.62 -1.53
H -1.27 -2.76 -0.47
H -0.06 -4.43 -1.46
H -0.69 -3.53 -2.84
H 4.18 -2.69 -0.76
H 3.44 -1.71 -2.14
O 1.46 0.80 -1.44
S 0.59 1.85 -0.83
C -1.03 1.06 -0.60
C -2.04 2.00 0.01
C -2.27 3.26 -0.54
C -3.19 4.12 0.03
C -3.91 3.73 1.15
C -3.70 2.47 1.70
C -2.77 1.61 1.13
C 1.08 2.01 0.92
C 1.22 0.72 1.65
C 0.25 0.29 2.54
C 0.38 -0.93 3.20
C 1.48 -1.73 2.98
C 2.49 -1.31 2.10
C 2.36 -0.08 1.44
H -0.88 0.16 0.00
H -1.31 0.77 -1.61
H -1.72 3.56 -1.42
H -3.36 5.09 -0.41
H -4.64 4.40 1.59
H -4.27 2.15 2.56
H -2.61 0.63 1.56
H 0.33 2.67 1.38
H 2.03 2.55 0.87
H -0.61 0.92 2.74
H -0.38 -1.25 3.90
H 1.59 -2.67 3.50
H 3.41 -1.87 2.03
H 3.18 0.31 0.85

Kohn-Sham gap (eV): 8.1
M (g/mol): 466.85
E_tot (Eh): -1634.4512
F_max (eV/Å): 0.4

Record 8
The following is a DFT calculation (ωB97M-V with the def2-TZVPD basis set) of one molecule with the formula C5H9NO at a distorted geometry.

CARTESIAN COORDINATES (ANGSTROEM)
C 0.79 0.42 -1.46
N 0.21 0.13 -0.14
C 0.91 -0.90 0.68
C -0.40 -1.23 0.09
C -1.72 -0.87 1.34
O -2.68 -1.53 1.18
C -0.44 1.35 0.51
H 1.41 1.32 -1.40
H -0.02 0.58 -2.18
H 1.41 -0.41 -1.81
H 1.85 -1.28 0.28
H 0.91 -0.66 1.75
H -0.42 -1.86 -0.80
H -1.45 1.50 0.12
H -0.56 1.26 1.60
H 0.20 2.19 0.27

Kohn-Sham gap (eV): 6.9
M (g/mol): 99.13
E_tot (Eh): -325.7430
F_max (eV/Å): 1.1